[1]
{"formula": "C21H36P2TeZn", "method": "ωB97M-V/def2-TZVPD", "elements": ["H", "H", "H", "H", "H", "H", "H", "H", "H", "C", "H", "C", "H", "H", "H", "C", "C", "H", "H", "P", "H", "C", "Te", "H", "H", "C", "H", "H", "H", "C", "C", "H", "H", "C", "H", "H", "C", "C", "H", "H", "C", "H", "H", "H", "C", "Zn", "C", "C", "C", "H", "H", "H", "C", "H", "C", "C", "C", "C", "H", "P", "H"], "coordinates": [[-2.303, -1.217, -7.019], [2.086, -0.220, 5.283], [2.557, -2.623, -4.240], [-0.084, 2.106, -3.459], [2.562, -3.671, -2.789], [1.117, -2.716, -5.433], [1.022, 4.026, -2.503], [-1.932, 3.064, -2.858], [-0.012, 0.995, 5.878], [1.684, -0.901, -6.528], [-2.554, 1.816, -1.733], [0.105, 1.774, 2.553], [1.580, 3.871, -0.808], [-1.267, -2.014, -5.028], [2.197, 1.133, -6.990], [0.350, 1.016, 4.848], [1.257, 1.048, 2.217], [-0.396, 2.349, 1.775], [-2.338, 3.496, -1.175], [0.561, -2.350, -2.783], [2.638, -0.932, -5.980], [0.400, 1.345, -2.855], [1.926, 1.046, 0.214], [-1.065, -0.154, -3.626], [-0.458, -0.592, 0.992], [-0.723, 1.372, -5.432], [-1.296, 2.231, 4.128], [0.688, 0.650, -7.682], [0.040, 4.697, -1.165], [-0.681, -1.153, 0.082], [0.702, 3.877, -1.465], [1.337, 1.799, -4.970], [2.938, -1.918, -2.637], [-1.919, 2.711, -1.817], [1.897, -1.303, -7.535], [-1.201, 2.110, -4.782], [1.539, 0.340, 4.512], [-0.624, -1.506, -5.740], [2.958, -0.107, 2.903], [-1.762, -1.137, -0.129], [0.626, 1.252, -5.596], [-0.624, -4.010, -4.179], [-0.956, -4.176, -2.412], [-1.948, 1.318, -7.216], [-0.019, -0.014, -3.326], [0.264, -0.503, -1.459], [-0.807, -3.458, -3.238], [0.703, -1.759, -5.780], [2.019, 0.373, 3.200], [-1.741, -2.864, -3.348], [-0.822, -0.632, -7.729], [1.483, 1.477, -2.933], [2.310, -2.666, -3.166], [-0.316, -2.191, 0.143], [1.273, 0.584, -6.753], [-1.729, 0.724, -6.310], [-0.366, 1.725, 3.864], [-1.356, -0.708, -6.771], [-2.667, 0.689, -5.742], [-0.217, 2.326, -1.238], [0.670, -0.397, -4.094]], "atomic_forces_ev_per_a": [[0.386, -0.020, 0.203], [-0.230, 0.340, -0.334], [0.229, -0.142, 0.451], [0.234, -0.302, -0.344], [-0.178, 0.356, 0.014], [-0.369, 0.743, 0.472], [0.003, 0.192, 0.103], [-0.455, 0.138, 0.024], [0.066, -0.035, -0.334], [0.207, 0.192, -0.532], [0.284, 0.231, 0.050], [0.404, -0.566, 0.258], [-0.239, -0.094, -0.237], [0.186, -0.242, -0.454], [-0.205, -0.142, 0.151], [0.071, -0.040, -0.505], [0.077, -0.041, 0.080], [-0.078, -0.235, 0.218], [0.077, -0.199, -0.110], [0.339, 0.850, 2.863], [-0.172, 0.001, -0.113], [0.138, 1.875, 2.116], [2.830, -0.727, -0.142], [0.455, -0.049, 0.125], [-0.207, -0.215, -0.134], [1.750, 1.242, -1.763], [0.294, -0.052, -0.013], [-0.041, 0.069, 0.462], [0.067, -0.061, -0.138], [-1.316, -0.309, 0.230], [0.054, 0.290, -0.372], [-0.511, -0.192, -0.066], [-0.636, -0.447, -0.089], [-0.183, 0.572, -1.131], [0.060, -0.143, 0.370], [0.512, -0.393, 0.168], [-0.161, 0.248, 0.062], [0.760, -1.141, -0.899], [-0.490, 0.086, 0.198], [0.034, -0.319, 0.515], [-1.885, 1.608, -0.606], [-0.239, 0.224, 0.379], [0.193, 0.418, -0.302], [0.075, 0.006, 0.375], [0.951, -1.754, -2.253], [0.740, -0.152, 3.580], [-0.285, -0.445, -0.978], [-1.128, -0.497, -1.171], [-0.796, 0.289, -0.302], [0.659, -0.388, 0.230], [0.050, -0.292, 0.497], [-0.211, -0.030, 0.194], [0.466, 0.017, -1.452], [-0.312, 0.288, 0.323], [0.582, -0.669, -0.730], [-0.575, -0.499, -0.478], [0.340, -0.174, 0.447], [-0.550, 1.009, -0.249], [0.004, -0.055, -0.144], [-1.143, -1.273, 0.775], [-0.983, 1.052, 0.444]], "orbital_gap_ev": 4.254, "spin_multiplicity": 1, "lumo_ev": -1.1183}

[2]
{"formula": "C21H37BINO10", "method": "ωB97M-V/def2-TZVPD", "elements": ["H", "C", "H", "O", "C", "H", "H", "O", "H", "H", "C", "H", "H", "H", "H", "H", "C", "C", "H", "O", "H", "C", "H", "C", "H", "H", "H", "O", "C", "O", "C", "N", "O", "C", "O", "H", "H", "H", "C", "H", "H", "H", "C", "C", "O", "H", "H", "C", "C", "C", "H", "H", "H", "C", "H", "H", "H", "C", "O", "H", "H", "H", "B", "H", "H", "H", "C", "C", "I", "C", "O"], "coordinates": [[-0.589, 1.841, 1.776], [-3.168, 3.767, 0.158], [-5.697, 4.868, 1.716], [2.783, -3.756, -4.353], [6.473, -3.236, -5.130], [6.500, -3.230, -6.218], [-1.047, 4.233, 2.482], [3.358, -3.478, -6.413], [0.470, 2.121, -3.552], [6.705, -4.234, -4.769], [7.316, -1.089, -4.958], [2.448, -2.338, -2.868], [-2.256, 1.423, 2.200], [8.345, 1.180, -5.780], [5.484, -2.950, -4.780], [1.009, -3.252, -3.394], [-0.118, 1.662, -2.775], [-2.070, -1.018, 7.897], [-0.526, 3.509, -1.777], [-2.074, -2.347, 8.426], [2.317, -2.610, -7.991], [-0.686, 2.440, -1.770], [3.765, -1.719, -7.443], [8.247, 1.020, -4.708], [-1.865, -1.032, 6.830], [0.118, -0.331, -3.545], [-1.276, -0.482, 8.408], [2.023, -1.933, -5.449], [-1.088, -0.324, -1.789], [8.292, -0.375, -4.400], [-1.554, 3.368, 2.908], [-5.473, 3.392, 3.130], [-3.796, -2.833, 7.048], [-3.000, -3.142, 7.897], [-4.479, 1.928, 1.025], [-0.496, 3.817, 4.770], [-4.858, -4.972, 8.188], [-3.023, -0.527, 8.092], [-1.442, 1.850, -0.757], [-2.556, 3.692, 3.170], [-3.643, -6.220, 8.536], [2.259, -4.044, -2.416], [-4.524, 3.343, 0.754], [2.656, -2.953, -5.411], [6.444, -0.658, -5.668], [9.089, 1.473, -4.194], [7.320, 1.462, -4.348], [2.077, -3.308, -3.194], [3.334, -2.703, -7.616], [-4.934, 4.155, 2.023], [-6.126, 2.690, 2.820], [-1.267, -1.387, -1.781], [-3.705, -5.475, 6.925], [-1.635, 0.460, -0.778], [-4.747, 2.948, 3.672], [3.940, -3.244, -8.337], [-5.201, 1.518, 0.547], [-1.599, 2.234, 1.886], [7.469, -2.361, -4.596], [0.062, 2.396, 3.898], [-2.867, 4.708, 0.622], [-5.306, 3.513, 0.019], [-2.085, 2.645, 0.433], [-4.097, 4.739, 2.386], [-2.218, -0.003, 0.005], [-3.309, 3.904, -0.909], [-0.320, 0.285, -2.772], [-0.814, 2.967, 4.182], [-2.031, 1.655, 5.347], [-3.840, -5.302, 7.991], [-2.897, -4.342, 8.469]], "atomic_forces_ev_per_a": [[0.093, -0.295, 0.106], [-0.234, -0.141, 0.178], [-0.011, 0.196, -0.105], [0.037, -0.034, 0.031], [-0.118, -0.232, -0.023], [-0.062, 0.076, -0.003], [0.145, 0.124, -0.048], [0.005, -0.044, 0.008], [0.128, 0.060, -0.131], [0.115, 0.057, 0.073], [0.046, -0.030, 0.041], [-0.057, 0.048, -0.070], [-0.027, -0.170, 0.184], [-0.083, -0.014, -0.013], [-0.006, 0.048, -0.061], [0.010, 0.085, -0.043], [-0.232, -0.249, 0.405], [0.063, 0.152, 0.037], [-0.027, 0.140, -0.006], [0.023, 0.003, 0.050], [-0.017, 0.059, 0.058], [-0.038, -0.266, -0.180], [-0.059, 0.023, 0.043], [0.079, 0.179, 0.023], [-0.073, -0.043, -0.042], [0.083, 0.048, -0.137], [0.027, -0.108, 0.062], [-0.078, 0.050, 0.013], [-0.150, 0.614, 0.377], [0.019, -0.010, 0.017], [-0.069, -0.342, 0.322], [-0.003, 0.491, 0.194], [-0.025, 0.004, -0.022], [0.039, -0.006, 0.039], [-0.014, 0.057, -0.079], [-0.213, 0.020, 0.342], [-0.002, 0.048, -0.071], [-0.029, -0.034, -0.079], [-0.288, -0.209, 0.246], [-0.127, 0.129, 0.004], [0.077, 0.052, 0.049], [0.079, -0.073, -0.092], [0.219, 0.110, 0.251], [0.059, -0.046, -0.035], [-0.029, 0.019, -0.030], [0.024, -0.097, 0.036], [-0.043, -0.025, -0.070], [-0.082, -0.001, 0.247], [0.083, 0.070, -0.198], [-0.268, -0.458, -0.011], [-0.005, -0.176, 0.006], [0.071, -0.167, -0.133], [-0.048, 0.068, -0.021], [0.321, 0.145, -0.288], [0.042, -0.254, -0.068], [0.013, -0.075, 0.074], [-0.025, -0.169, 0.016], [0.126, 0.771, -0.599], [0.029, 0.003, 0.006], [0.192, -0.167, 0.181], [0.068, 0.223, -0.160], [-0.068, -0.030, -0.202], [-0.042, -0.260, 0.141], [0.136, 0.092, 0.062], [-0.074, -0.081, 0.093], [0.216, 0.241, -0.192], [0.071, -0.173, -0.248], [-0.056, 0.040, -0.683], [0.086, 0.124, 0.096], [-0.068, -0.180, 0.010], [0.024, -0.012, 0.024]], "orbital_gap_ev": 9.409, "spin_multiplicity": 1, "lumo_ev": 0.4737, "smiles": "NC[C@H](O)CB(CCCI)c1ccccc1.COC(=O)OC.COC(=O)OC.COC(=O)OC"}

[3]
{"formula": "C21H37Cl2N2O4Pm", "method": "ωB97M-V/def2-TZVPD", "elements": ["H", "Pm", "H", "H", "C", "H", "C", "H", "O", "H", "O", "C", "H", "C", "C", "H", "C", "C", "H", "H", "C", "H", "H", "C", "H", "H", "H", "C", "N", "C", "H", "H", "N", "C", "H", "C", "C", "Cl", "H", "Cl", "H", "C", "H", "H", "C", "H", "H", "H", "H", "H", "H", "H", "H", "H", "O", "H", "H", "O", "H", "C", "C", "C", "C", "H", "H", "H", "C"], "coordinates": [[-1.102, -4.086, 3.226], [-0.012, -0.905, 1.098], [-3.569, -3.532, 1.500], [-4.929, -2.315, 2.423], [2.646, 1.063, 1.691], [5.585, 0.563, -4.676], [-0.708, 2.318, 1.666], [-2.907, -1.272, -1.876], [-1.639, 0.062, -0.430], [2.088, 1.858, 1.171], [-0.585, 1.160, 2.171], [-1.390, 0.702, -1.508], [-3.217, -0.882, -3.616], [4.052, 1.216, -3.284], [-1.110, 4.706, 1.801], [1.110, -0.378, -2.733], [2.025, 2.206, -2.210], [3.776, -0.618, -4.856], [-1.773, -1.850, -3.130], [4.670, -2.217, 0.551], [2.700, 1.090, -2.938], [-2.892, -1.723, 3.799], [-0.133, 4.040, 4.260], [-0.840, 3.304, 3.862], [3.968, -1.899, 2.165], [-2.104, 5.081, 2.074], [-0.907, 1.705, -1.497], [-4.500, -1.313, 2.380], [-0.871, 3.401, 2.402], [-3.042, -1.289, 2.800], [2.585, -1.391, -0.612], [-4.617, -0.918, 1.373], [-1.679, 0.214, -2.726], [4.577, 0.403, -4.309], [2.649, 2.619, -1.384], [2.180, -0.209, 1.125], [2.045, -0.118, -3.234], [0.140, -2.680, -0.825], [-0.360, 5.427, 2.144], [0.652, -2.024, 3.340], [-0.533, 2.290, 4.136], [-1.257, 0.882, -3.979], [1.990, -1.818, -4.580], [-0.779, 0.132, -4.637], [2.554, -0.942, -4.253], [-5.092, -0.683, 3.045], [-1.928, -3.712, 0.790], [-2.662, -0.262, 2.828], [-1.835, 3.519, 4.273], [-2.209, -5.338, 2.660], [3.289, -3.171, 1.119], [4.159, -1.218, -5.693], [-1.044, 4.586, 0.715], [2.408, 1.085, 2.759], [0.876, 2.598, -2.391], [-2.141, 1.297, -4.503], [-2.808, -4.067, 3.733], [-2.171, -1.999, 1.876], [-0.656, 2.455, 0.572], [-2.488, -3.426, 1.692], [-2.127, -4.274, 2.897], [-2.452, -1.033, -2.842], [2.765, -1.180, 0.477], [-0.544, 1.686, -3.751], [4.663, 1.979, -2.819], [3.726, 1.261, 1.572], [3.735, -2.166, 1.124]], "atomic_forces_ev_per_a": [[-0.152, 0.068, -0.079], [-0.754, -1.158, -0.024], [0.427, 0.140, -0.217], [0.010, 0.061, -0.006], [0.469, -0.115, 1.850], [-0.108, -0.016, 0.088], [0.353, -2.147, 0.736], [0.172, 0.083, -0.294], [0.208, 1.776, -2.019], [0.326, 0.090, 0.414], [-0.301, 2.235, -0.826], [-0.353, -1.184, 0.621], [0.159, -0.094, 0.210], [-0.157, -0.173, -1.045], [0.100, -0.190, -0.072], [0.135, 0.141, -0.239], [-0.335, -0.558, 0.876], [0.361, 0.030, 0.330], [-0.308, 0.193, 0.121], [0.045, -0.205, 0.095], [-0.002, -0.578, 0.435], [-0.117, 0.157, -0.174], [-0.079, -0.147, -0.101], [-0.099, 0.003, -0.049], [-0.151, -0.012, -0.299], [0.151, -0.108, -0.077], [-0.252, -0.699, -0.133], [0.002, 0.067, 0.032], [-0.037, 0.338, 0.230], [0.547, -0.581, -0.060], [-0.767, -0.591, 1.212], [0.039, -0.056, -0.104], [0.019, 0.423, 0.556], [-0.778, -0.170, 0.447], [-0.181, 0.351, -0.391], [-0.851, 3.113, -2.929], [-0.293, 0.287, -1.141], [-0.215, -0.399, -0.583], [-0.086, -0.142, -0.106], [0.126, -0.142, 0.670], [-0.080, 0.298, -0.030], [-0.388, -0.116, 0.198], [0.222, 0.235, 0.210], [-0.174, 0.376, 0.367], [0.147, 0.352, 0.404], [0.050, 0.029, 0.108], [-0.168, 0.116, 0.349], [-0.018, -0.186, -0.061], [0.166, -0.078, -0.065], [-0.117, 0.114, -0.111], [-0.006, 0.276, -0.020], [-0.219, 0.294, 0.448], [-0.045, 0.234, 0.205], [0.045, 0.625, 0.223], [1.471, -0.427, 0.092], [0.402, -0.243, 0.263], [0.166, -0.075, -0.099], [-1.232, -0.573, 0.112], [-0.122, 0.140, 0.357], [0.013, 0.486, -0.022], [0.141, 0.119, 0.283], [0.410, 0.070, -0.163], [1.785, -2.399, -0.365], [-0.292, -0.390, -0.085], [-0.048, 0.215, -0.189], [-0.210, -0.160, 0.086], [0.826, 0.581, -0.449]], "orbital_gap_ev": [5.218, 5.254], "spin_multiplicity": 5, "lumo_ev": [-0.0511, -0.0495]}

Energy relative to the best compared isomer or geometry (same formula, charge and spin) for every record listed, in sequence, given in kcal per mole: 31.4 0.0 40.2.